No. 1
A single C4H7NO molecule in a non-equilibrium geometry. Source: the OMol25 dataset; level of theory: ωB97M-V/def2-TZVPD.

Atoms and positions in Å:
N1 1.84 -0.15 -0.34
C1 0.50 -0.16 0.42
C2 -0.40 1.07 0.30
C3 -1.55 0.68 -0.23
O1 -1.71 -0.67 -0.22
C4 -0.44 -1.21 0.17
H1 2.37 0.80 -0.16
H2 1.67 -0.14 -1.38
H3 0.92 -0.14 1.47
H4 0.02 2.16 0.15
H5 -2.37 1.37 -0.44
H6 -0.19 -1.82 -0.76
H7 -0.66 -1.79 1.03

Its spin multiplicity is 1. For the energy relative to the best compared isomer or geometry (same formula, charge and spin), the calculation gives 61.1 kcal/mol. Its maximum force is 0.1133 hartree/bohr. As for the SMILES: N[C@H]1C=COC1. The frontier orbital gap comes out at 0.355 Eh. The lowest unoccupied orbital energy comes out at 1.037 eV.

=====

No. 2
A single C6H8O3 molecule in a non-equilibrium geometry. Source: the OMol25 dataset; level of theory: ωB97M-V/def2-TZVPD.

Atoms and positions in Å:
C1 -1.49 -0.68 -0.72
C2 -1.28 0.88 -0.73
C3 -0.05 1.27 0.12
O1 -0.31 0.70 1.35
O2 -0.37 -0.75 1.34
C4 -0.27 -1.25 0.02
C5 0.96 -0.76 -0.70
O3 2.03 -0.14 0.11
C6 1.10 0.68 -0.62
H1 -2.41 -0.93 -0.21
H2 -1.46 -1.01 -1.76
H3 -2.17 1.35 -0.34
H4 -1.24 1.22 -1.75
H5 -0.03 2.38 0.19
H6 -0.44 -2.32 0.11
H7 1.34 -1.25 -1.55
H8 1.76 1.20 -1.34

Its spin multiplicity is 1. For the energy relative to the best compared isomer or geometry (same formula, charge and spin), the calculation gives 112.4 kcal/mol. Its maximum force is 0.0553 hartree/bohr. As for the SMILES: C1C[C@H]2OO[C@@H]1[C@@H]1O[C@@H]12. The frontier orbital gap comes out at 0.367 Eh. The lowest unoccupied orbital energy comes out at 0.873 eV.

=====

No. 3
A single C3H4N4O molecule in a non-equilibrium geometry. Source: the OMol25 dataset; level of theory: ωB97M-V/def2-TZVPD.

Atoms and positions in Å:
N1 -2.23 -0.20 0.08
N2 -0.85 -0.30 0.34
C1 -0.17 0.95 0.02
C2 1.20 1.00 -0.16
C3 1.91 -0.37 0.10
O1 3.12 -0.26 0.33
N3 1.20 -1.55 -0.20
N4 -0.10 -1.43 -0.10
H1 -2.30 -1.24 -0.61
H2 -2.60 -0.39 1.09
H3 -0.93 1.88 -0.35
H4 1.76 1.90 -0.54

Its spin multiplicity is 1. For the energy relative to the best compared isomer or geometry (same formula, charge and spin), the calculation gives 132.7 kcal/mol. Its maximum force is 0.1139 hartree/bohr. As for the SMILES: Nn1ccc(=O)nn1. The frontier orbital gap comes out at 0.318 Eh. The lowest unoccupied orbital energy comes out at -0.757 eV.

=====

No. 4
A single C6H12 molecule. Source: the OMol25 dataset; level of theory: ωB97M-V/def2-TZVPD.

Atoms and positions in Å:
C1 -1.90 0.51 0.84
C2 -1.36 -0.85 0.41
C3 0.17 -0.96 0.50
C4 0.90 -0.40 -0.71
C5 2.19 0.36 -0.56
C6 0.95 1.07 -1.02
H1 -1.50 1.32 0.24
H2 -1.64 0.71 1.89
H3 -2.99 0.55 0.76
H4 -1.82 -1.63 1.04
H5 -1.68 -1.07 -0.62
H6 0.45 -2.02 0.60
H7 0.52 -0.47 1.41
H8 0.85 -1.04 -1.59
H9 2.53 0.58 0.45
H10 2.99 0.20 -1.27
H11 0.87 1.37 -2.06
H12 0.48 1.77 -0.32

Its spin multiplicity is 1. For the energy relative to the best compared isomer or geometry (same formula, charge and spin), the calculation gives 25.3 kcal/mol. Its maximum force is 0.0041 hartree/bohr. As for the SMILES: CCCC1CC1. The frontier orbital gap comes out at 0.420 Eh. The lowest unoccupied orbital energy comes out at 1.304 eV.

=====

No. 5
A molecular structure, C36H43GeMoN5O9S2 in a non-equilibrium geometry. Source: the OMol25 dataset; level of theory: ωB97M-V/def2-TZVPD.

Atoms and positions in Å:
Mo1 0.01 -0.69 0.34
C1 4.20 2.52 -1.37
C2 3.71 1.45 -2.35
C3 4.21 0.09 -1.90
C4 4.23 1.76 -3.76
O1 2.27 1.38 -2.42
Ge1 1.25 2.86 -2.31
O2 -0.24 2.06 -2.91
C5 -1.40 2.80 -3.37
C6 -2.38 2.97 -2.22
C7 -2.03 1.96 -4.48
C8 -1.00 4.16 -3.94
O3 0.09 1.10 0.76
C9 0.22 2.25 1.63
C10 -0.71 3.30 1.06
C11 -0.23 1.87 3.04
C12 1.67 2.71 1.61
H1 5.28 2.44 -1.25
H2 3.74 2.37 -0.39
H3 3.98 3.53 -1.71
H4 5.30 0.07 -1.92
H5 3.86 -0.69 -2.58
H6 3.87 -0.13 -0.89
H7 5.31 1.86 -3.76
H8 3.80 2.70 -4.12
H9 3.94 0.96 -4.45
H10 -2.46 2.04 -1.66
H11 -3.37 3.24 -2.59
H12 -2.05 3.76 -1.54
H13 -2.42 1.03 -4.07
H14 -1.29 1.73 -5.25
H15 -2.85 2.51 -4.94
H16 -0.57 4.81 -3.17
H17 -1.88 4.67 -4.33
H18 -0.28 4.05 -4.75
H19 -1.74 2.93 1.01
H20 -0.40 3.60 0.06
H21 -0.70 4.19 1.69
H22 -1.26 1.51 3.02
H23 -0.19 2.76 3.67
H24 0.41 1.11 3.48
H25 1.92 3.14 0.64
H26 2.34 1.88 1.81
H27 1.82 3.47 2.37
C13 1.33 -1.60 -3.56
C14 0.22 -1.64 -4.40
C15 -1.02 -1.34 -3.89
C16 -1.16 -0.99 -2.54
N1 -0.08 -0.97 -1.74
C17 1.14 -1.26 -2.25
N2 -2.43 -0.71 -2.10
C18 -2.79 -0.64 -0.88
N3 -2.03 -0.83 0.28
C19 -2.88 -0.70 1.37
N4 -2.60 -0.71 2.62
C20 -1.92 -1.35 3.54
C21 -1.60 -0.76 4.79
C22 -1.01 -1.49 5.77
C23 -0.73 -2.86 5.58
C24 -1.05 -3.42 4.38
N5 -1.60 -2.67 3.38
C25 -4.23 -0.38 0.89
C26 -5.40 -0.14 1.58
C27 -6.54 0.13 0.82
C28 -6.48 0.16 -0.58
C29 -5.30 -0.09 -1.26
C30 -4.18 -0.35 -0.49
H28 2.32 -1.83 -3.92
H29 0.32 -1.91 -5.44
H30 -1.92 -1.35 -4.49
H31 1.96 -1.23 -1.55
H32 -1.86 0.28 4.92
H33 -0.77 -1.03 6.72
H34 -0.29 -3.47 6.35
H35 -0.91 -4.46 4.11
H36 -5.43 -0.15 2.66
H37 -7.48 0.33 1.31
H38 -7.38 0.37 -1.13
H39 -5.24 -0.08 -2.34
O4 0.54 -1.16 2.46
S1 2.03 -1.10 2.27
O5 2.74 -0.28 3.19
O6 2.17 -0.73 0.83
C31 2.62 -2.76 2.43
C32 3.88 -2.93 3.00
C33 4.42 -4.20 3.10
C34 3.71 -5.30 2.64
C35 2.45 -5.14 2.08
C36 1.91 -3.87 1.96
S2 0.22 -3.78 1.30
O7 -0.06 -5.08 0.73
O8 -1.79 -3.24 2.20
O9 0.35 -2.70 0.22
H40 4.41 -2.06 3.36
H41 5.40 -4.33 3.54
H42 4.14 -6.29 2.71
H43 1.88 -5.98 1.72

Its spin multiplicity is 4. For the energy relative to the best compared isomer or geometry (same formula, charge and spin), the calculation gives 70.5 kcal/mol. Its maximum force is 0.0214 hartree/bohr. Its expectation value of S² is 3.7708. The net charge is +1. The frontier orbital gap (alpha / beta) comes out at 0.253 / 0.232 Eh. The lowest unoccupied orbital energy (alpha / beta) comes out at -3.815 / -4.634 eV.

=====

No. 6
A gas-phase ion, C5H14NO (charge +1) in a non-equilibrium geometry. Source: the OMol25 dataset; level of theory: ωB97M-V/def2-TZVPD.

Atoms and positions in Å:
C1 0.91 0.39 -2.38
C2 0.21 0.12 -1.04
N1 -0.50 1.39 -0.63
C3 1.20 -0.19 0.06
C4 0.66 -0.38 1.49
C5 -0.64 -1.15 1.58
O1 -1.67 -0.32 0.99
H1 1.83 0.92 -2.24
H2 0.32 1.00 -3.04
H3 1.22 -0.53 -2.89
H4 -0.55 -0.65 -1.14
H5 -1.16 1.25 0.14
H6 -1.00 1.78 -1.42
H7 0.23 2.07 -0.35
H8 1.98 0.57 0.10
H9 1.78 -1.08 -0.21
H10 0.54 0.57 1.99
H11 1.44 -0.87 2.05
H12 -0.66 -2.10 1.06
H13 -0.91 -1.34 2.61
H14 -2.50 -0.40 1.48

Its spin multiplicity is 1. For the energy relative to the best compared isomer or geometry (same formula, charge and spin), the calculation gives 11.0 kcal/mol. Its maximum force is 0.0235 hartree/bohr. As for the SMILES: C[C@H]([NH3+])CCCO. The net charge is +1. The frontier orbital gap comes out at 0.432 Eh. The lowest unoccupied orbital energy comes out at -3.081 eV.

=====

No. 7
4 unconnected molecules or ions with the total composition C18H15BClO12. Source: the OMol25 dataset; level of theory: ωB97M-V/def2-TZVPD.

Atoms and positions in Å:
B1 -4.26 -4.21 -1.32
Cl1 -3.80 -4.48 0.53
H1 -3.81 -3.15 -1.70
H2 -5.48 -4.22 -1.46
H3 -3.76 -5.13 -1.97
C1 -0.36 0.64 -2.84
C2 -0.65 -0.62 -2.49
C3 -1.46 -1.54 -3.37
O1 -1.64 -2.65 -2.95
C4 -1.98 -1.01 -4.62
C5 -1.69 0.25 -4.97
C6 -0.85 1.15 -4.11
O2 -0.64 2.28 -4.52
O3 -2.11 0.82 -6.09
O4 -0.28 -1.18 -1.36
H4 0.22 1.30 -2.22
H5 -2.59 -1.67 -5.23
H6 -1.75 1.73 -6.07
H7 -0.66 -2.10 -1.38
C7 -2.03 -0.95 3.15
C8 -1.20 -0.56 2.17
C9 -0.87 0.89 1.94
O5 -0.10 1.17 1.04
C10 -1.48 1.89 2.80
C11 -2.30 1.49 3.78
C12 -2.63 0.04 4.02
O6 -3.37 -0.20 4.95
O7 -2.90 2.32 4.61
O8 -0.63 -1.40 1.34
H8 -2.29 -1.99 3.31
H9 -1.24 2.93 2.62
H10 -3.44 1.75 5.21
H11 -0.09 -0.87 0.71
C13 3.10 1.37 0.60
C14 3.57 2.32 1.42
C15 4.94 2.25 2.04
O9 5.28 3.17 2.76
C16 5.77 1.10 1.75
C17 5.30 0.14 0.94
C18 3.94 0.22 0.30
O10 3.62 -0.69 -0.44
O11 5.98 -0.94 0.61
O12 2.88 3.40 1.76
H12 2.12 1.41 0.16
H13 6.75 1.05 2.21
H14 5.40 -1.45 0.01
H15 3.46 3.91 2.36

Its spin multiplicity is 1. Its maximum force is 0.0145 hartree/bohr. The net charge is -1. The frontier orbital gap comes out at 0.169 Eh. The lowest unoccupied orbital energy comes out at 0.018 eV.

=====

No. 8
3 unconnected molecules or ions with the total composition C16H30N7O2 in a non-equilibrium geometry. Source: the OMol25 dataset; level of theory: ωB97M-V/def2-TZVPD.

Atoms and positions in Å:
C1 -1.97 1.91 -4.22
C2 -1.05 0.80 -3.71
O1 -1.48 0.46 -2.34
N1 -0.61 -0.39 -1.76
C3 -0.21 -1.61 -2.08
N2 0.66 -2.10 -1.22
C4 0.79 -1.13 -0.29
N3 1.56 -1.28 0.77
C5 1.69 -0.27 1.79
C6 2.47 0.95 1.32
O2 3.12 0.92 0.30
N4 2.39 2.14 2.13
C7 2.82 1.91 3.51
C8 1.03 2.69 2.12
N5 0.03 -0.06 -0.59
H1 -2.20 1.69 -5.25
H2 -1.45 2.85 -4.14
H3 -2.88 1.90 -3.63
H4 -1.17 -0.07 -4.33
H5 -0.02 1.12 -3.66
H6 -0.60 -2.06 -2.97
H7 2.05 -2.16 0.85
H8 2.21 -0.69 2.64
H9 0.71 0.01 2.17
H10 3.88 1.73 3.58
H11 2.28 1.10 4.02
H12 2.61 2.81 4.07
H13 0.57 2.60 1.14
H14 1.05 3.73 2.42
H15 0.39 2.16 2.83
H16 -0.06 0.81 -0.09
C9 -1.37 3.79 -0.85
C10 -2.30 4.80 -0.20
C11 -3.78 4.46 -0.42
C12 -4.10 4.42 -1.85
N6 -4.33 4.38 -2.97
H17 -1.51 3.76 -1.93
H18 -0.32 4.06 -0.67
H19 -1.54 2.79 -0.46
H20 -2.10 5.79 -0.61
H21 -2.10 4.86 0.87
H22 -4.42 5.19 0.06
H23 -4.01 3.48 0.01
C13 1.11 -7.54 1.49
C14 0.35 -6.38 0.86
C15 1.25 -5.19 0.50
C16 1.91 -4.64 1.69
N7 2.40 -4.17 2.62
H24 1.58 -7.24 2.44
H25 0.44 -8.37 1.71
H26 1.90 -7.90 0.83
H27 -0.43 -6.04 1.55
H28 -0.15 -6.72 -0.04
H29 0.67 -4.39 0.04
H30 2.02 -5.50 -0.21

Its spin multiplicity is 1. Its maximum force is 0.0215 hartree/bohr. The net charge is +1. The frontier orbital gap comes out at 0.349 Eh. The lowest unoccupied orbital energy comes out at -2.795 eV.

=====

No. 9
3 unconnected molecules or ions with the total composition C15H31ClN3 in a non-equilibrium geometry. Source: the OMol25 dataset; level of theory: ωB97M-V/def2-TZVPD.

Atoms and positions in Å:
C1 0.31 1.80 0.88
C2 0.96 2.14 -0.47
C3 1.34 3.64 -0.55
C4 0.12 4.51 -0.36
N1 0.32 5.97 -0.79
C5 0.46 6.05 -2.30
C6 0.03 7.47 -2.74
C7 -0.67 8.03 -1.49
C8 -0.88 6.85 -0.54
C9 1.51 6.56 -0.09
H1 0.07 0.75 0.90
H2 -0.58 2.41 1.04
H3 1.03 2.05 1.66
H4 0.36 1.85 -1.33
H5 1.92 1.62 -0.56
H6 1.78 3.84 -1.53
H7 2.14 3.85 0.16
H8 -0.13 4.60 0.70
H9 -0.74 4.21 -0.96
H10 1.49 5.90 -2.60
H11 -0.23 5.32 -2.71
H12 0.94 8.03 -2.95
H13 -0.61 7.54 -3.61
H14 -0.12 8.84 -1.02
H15 -1.61 8.50 -1.78
H16 -0.87 7.15 0.50
H17 -1.74 6.31 -0.94
H18 2.40 5.97 -0.29
H19 1.27 6.78 0.94
H20 1.60 7.54 -0.57
C10 -0.35 -10.86 1.78
C11 0.41 -9.83 0.94
N2 -0.34 -8.57 0.84
C12 -1.54 -8.35 0.25
C13 -1.93 -7.06 0.45
N3 -0.94 -6.51 1.24
C14 0.00 -7.41 1.45
C15 -0.90 -5.10 1.64
H21 -1.38 -10.90 1.43
H22 -0.47 -10.51 2.80
H23 0.13 -11.84 1.74
H24 0.41 -10.17 -0.10
H25 1.40 -9.66 1.36
H26 -2.09 -9.17 -0.18
H27 -2.85 -6.56 0.22
H28 0.95 -7.30 1.94
H29 -1.36 -4.45 0.89
H30 0.14 -4.80 1.70
H31 -1.45 -4.89 2.55
Cl1 0.32 -2.13 0.50

Its spin multiplicity is 1. For the energy relative to the best compared isomer or geometry (same formula, charge and spin), the calculation gives 13.4 kcal/mol. Its maximum force is 0.0437 hartree/bohr. The net charge is +1. The frontier orbital gap comes out at 0.237 Eh. The lowest unoccupied orbital energy comes out at -1.920 eV.

=====

No. 10
A single C10H8 molecule in a non-equilibrium geometry. Source: the OMol25 dataset; level of theory: ωB97M-V/def2-TZVPD.

Atoms and positions in Å:
C1 -1.03 1.53 -0.09
C2 0.19 0.89 -0.10
C3 1.50 1.32 0.04
C4 2.45 0.37 0.17
C5 2.21 -1.03 0.01
C6 0.99 -1.54 -0.16
C7 -0.08 -0.59 -0.23
C8 -1.42 -0.82 -0.44
C9 -2.42 -0.76 0.59
C10 -2.17 0.48 -0.35
H1 -1.27 2.63 -0.11
H2 1.84 2.38 0.00
H3 3.55 0.68 0.25
H4 3.11 -1.73 -0.06
H5 0.81 -2.60 -0.49
H6 -3.43 -1.26 0.53
H7 -1.93 -0.83 1.48
H8 -2.89 0.90 -1.04

Its spin multiplicity is 1. For the energy relative to the best compared isomer or geometry (same formula, charge and spin), the calculation gives 56.6 kcal/mol. Its maximum force is 0.0714 hartree/bohr. As for the SMILES: C1=c2ccccc2=C2C[C@@H]12. The frontier orbital gap comes out at 0.268 Eh. The lowest unoccupied orbital energy comes out at -0.343 eV.

=====

No. 11
A molecular structure, CH2LiOY in a non-equilibrium geometry. Source: the OMol25 dataset; level of theory: ωB97M-V/def2-TZVPD.

Atoms and positions in Å:
C1 -0.41 0.05 -0.46
O1 0.35 -0.83 -0.07
H1 -0.23 1.14 -0.51
Y1 -2.67 -0.50 -1.04
Li1 1.70 -0.73 1.23
H2 1.25 0.88 0.86

Its spin multiplicity is 1. For the energy relative to the best compared isomer or geometry (same formula, charge and spin), the calculation gives 100.0 kcal/mol. Its maximum force is 0.0519 hartree/bohr. The net charge is +2. The frontier orbital gap (alpha / beta) comes out at 0.289 / 0.226 Eh. The lowest unoccupied orbital energy (alpha / beta) comes out at -9.567 / -9.548 eV.

=====

No. 12
A molecular structure, C6H12O. Source: the OMol25 dataset; level of theory: ωB97M-V/def2-TZVPD.

Atoms and positions in Å:
C1 0.90 -1.85 1.18
C2 1.31 -0.97 0.00
C3 0.24 -0.01 -0.45
C4 -0.12 1.11 0.40
C5 -1.39 1.80 0.25
C6 -0.17 0.02 -1.83
O1 -0.89 0.87 -2.35
H1 1.72 -2.51 1.49
H2 0.62 -1.25 2.05
H3 0.04 -2.47 0.92
H4 2.23 -0.42 0.27
H5 1.59 -1.61 -0.85
H6 -1.72 -0.51 0.03
H7 0.35 2.05 -0.04
H8 0.23 1.03 1.43
H9 -1.71 2.48 1.04
H10 -2.21 0.08 0.25
H11 -1.77 1.95 -0.75
H12 0.21 -0.83 -2.44

Its spin multiplicity is 1. For the energy relative to the best compared isomer or geometry (same formula, charge and spin), the calculation gives 113.2 kcal/mol. Its maximum force is 0.0112 hartree/bohr. The frontier orbital gap (alpha / beta) comes out at 0.303 / 0.260 Eh. The lowest unoccupied orbital energy (alpha / beta) comes out at 0.089 / -0.776 eV.